[1]
A single C2H2N2O2 molecule at a distorted geometry, computed with ωB97M-V/def2-TZVPD.

Summary:
Maximum force ... 9.73 eV Å⁻¹
Frontier orbital gap (alpha / beta) ... 8.7910 / 7.2915 eV
<S²> ... 2.01
HOMO energy (alpha / beta) ... -0.305 / -0.416 Eh
ΔE to the lowest compared entry with this formula, charge and spin ... 26.66 kcal/mol
Spin multiplicity ... 3
Total charge ... 0
LUMO energy (alpha / beta) ... 0.018 / -0.149 hartree
E ... -9173.81606 eV

Element x y z (Å)
1 C 0.078 -1.258 0.493
2 C 0.514 -0.078 -0.310
3 N -0.004 -2.177 1.166
4 N -0.642 0.888 -0.210
5 O -0.655 1.844 0.579
6 O -1.552 0.671 -0.933
7 H 1.239 0.349 0.447
8 H 1.021 -0.239 -1.232

Quick look at the natural (NBO) charges, all values in e:
1. C 0.244
2. C -0.389
3. N -0.275
4. N 0.310
5. O -0.208
6. O -0.218
7. H 0.271
8. H 0.265

***

[2]
A molecular structure, C5H6O, computed with ωB97M-V/def2-TZVPD.

Summary:
Maximum force ... 0.72 eV Å⁻¹
Frontier orbital gap ... 8.9006 eV
HOMO energy ... -0.301 Eh
ΔE to the lowest compared entry with this formula, charge and spin ... 136.07 kcal/mol
Total charge ... 0
LUMO energy ... 0.026 hartree
E ... -7323.38375 eV

Element x y z (Å)
1 C 1.223 -0.436 -0.433
2 C 0.349 0.747 -0.155
3 C -1.167 0.526 -0.306
4 O -1.428 -0.845 -0.552
5 C -0.613 -1.203 0.492
6 C -0.505 0.268 0.987
7 H 2.030 -0.571 0.296
8 H 1.550 -0.632 -1.463
9 H 0.654 1.787 -0.293
10 H -1.877 1.278 -0.638
11 H 0.464 -1.587 0.076
12 H -0.663 0.660 1.983

Quick look at the natural (NBO) charges, all values in e:
1. C -0.447
2. C -0.266
3. C 0.078
4. O -0.468
5. C 0.110
6. C -0.345
7. H 0.213
8. H 0.207
9. H 0.226
10. H 0.210
11. H 0.244
12. H 0.239

***

> What is the formula in the first record?

C2H2N2O2

***

> Number 1 is which compound?

C2H2N2O2